12
Properties=species:S:1:pos:R:3 method="wB97M-V/def2-TZVPD" homo_energy_ha=-0.36117 largest_force_ev_per_a=3.76 total_charge=0 homo_lumo_gap_ha=0.39138 multiplicity=1 smiles="C=NNC(C)=O" e_tot_ha=-302.58670
C -0.721 0.460 2.622
C -0.593 0.917 -0.952
C 0.167 0.070 -1.995
N -1.049 0.911 1.507
N -0.422 0.277 0.274
O -1.374 1.794 -1.107
H -1.252 0.728 3.433
H 0.060 -0.199 2.725
H 0.525 0.688 -2.931
H -0.545 -0.661 -2.552
H 1.066 -0.406 -1.608
H 0.509 -0.072 0.313

---

12
Properties=species:S:1:pos:R:3 method="wB97M-V/def2-TZVPD" homo_energy_ha=-0.35744 largest_force_ev_per_a=0.48 total_charge=0 homo_lumo_gap_ha=0.39401 multiplicity=1 smiles="NC(=O)[C@H]1CN1" e_tot_ha=-302.64896
N -1.073 -0.226 1.472
C -0.105 -0.938 0.846
O 0.138 -2.112 1.066
C 0.667 -0.186 -0.209
C 0.038 0.350 -1.444
N 0.476 1.248 -0.386
H -1.591 -0.675 2.212
H -1.148 0.768 1.319
H 1.673 -0.582 -0.321
H -1.037 0.398 -1.570
H 0.623 0.233 -2.356
H 1.338 1.722 -0.630

---

12
Properties=species:S:1:pos:R:3 method="wB97M-V/def2-TZVPD" homo_energy_ha=-0.34390 largest_force_ev_per_a=0.80 total_charge=0 homo_lumo_gap_ha=0.35021 multiplicity=1 e_tot_ha=-302.54596
O 2.743 -0.130 -0.490
C 1.497 -0.057 -0.185
N 0.652 0.977 -0.095
C -0.781 0.670 -0.096
C -0.986 -0.755 0.418
N 1.498 -1.322 -0.004
H 0.969 1.828 -0.541
H -1.173 0.737 -1.119
H -1.310 1.404 0.522
H -0.489 -0.905 1.390
H -2.049 -0.980 0.521
H -0.569 -1.466 -0.321

---

12
Properties=species:S:1:pos:R:3 method="wB97M-V/def2-TZVPD" homo_energy_ha=-0.30522 largest_force_ev_per_a=0.64 total_charge=0 homo_lumo_gap_ha=0.32262 multiplicity=1 e_tot_ha=-302.50931
C 1.302 -0.754 -1.449
C 0.884 0.591 -0.289
O 1.406 -0.446 0.291
N -0.363 0.935 0.177
C -1.073 0.306 1.196
N -2.201 0.761 1.559
H 1.311 -1.823 -1.213
H 0.438 -0.549 -2.087
H 2.231 -0.405 -1.882
H -0.798 1.763 -0.209
H -0.555 -0.567 1.598
H -2.583 0.187 2.308

---

12
Properties=species:S:1:pos:R:3 method="wB97M-V/def2-TZVPD" homo_energy_ha=-0.38975 largest_force_ev_per_a=1.09 total_charge=0 homo_lumo_gap_ha=0.41034 multiplicity=1 smiles=N#C[C@H](O)CN e_tot_ha=-302.63894
N 1.386 0.059 0.687
C 0.514 -0.338 -0.411
C -0.988 -0.202 0.037
O -1.111 0.600 1.170
C -1.761 0.389 -1.079
N -2.319 0.852 -1.980
H 1.948 -0.705 1.040
H 2.005 0.815 0.423
H 0.688 0.302 -1.280
H 0.698 -1.370 -0.724
H -1.405 -1.203 0.225
H -0.195 0.645 1.521

---

12
Properties=species:S:1:pos:R:3 method="wB97M-V/def2-TZVPD" homo_energy_ha=-0.36522 largest_force_ev_per_a=1.41 total_charge=0 homo_lumo_gap_ha=0.39157 multiplicity=1 e_tot_ha=-302.65117
C 1.364 0.121 -0.735
C -0.020 0.558 -0.284
N -0.644 1.598 -0.644
N -0.916 -0.314 0.378
C -0.913 -1.142 1.465
O -1.928 -1.689 1.839
H 1.403 0.297 -1.817
H 1.556 -0.941 -0.564
H 2.180 0.711 -0.301
H -0.285 2.134 -1.396
H -1.856 -0.072 0.086
H 0.057 -1.260 1.972

---

The ΔE to the lowest compared entry with this formula, charge and spin results, record by record, are as follows: 279.3; 115.9; 386.3; 482.5; 142.2; 110.1 kJ/mol.